[1]
{"formula": "C23H34LaN4O3S2", "method": "wB97M-V/def2-TZVPD", "charge": 1, "homo_energy_ev": -8.991, "energy_ha": -2169.34443, "multiplicity": 1, "orbital_gap_ha": 0.22224, "species": ["La", "S", "C", "N", "C", "C", "C", "N", "C", "C", "O", "H", "H", "H", "H", "H", "H", "H", "H", "H", "H", "H", "H", "C", "C", "N", "C", "C", "C", "O", "C", "C", "C", "C", "N", "C", "H", "H", "H", "H", "H", "H", "H", "H", "H", "H", "H", "H", "H", "H", "C", "S", "O", "C", "C", "C", "C", "C", "C", "H", "H", "H", "H", "H", "H", "H", "H"], "positions_angstrom": [[-0.501, 1.068, -1.242], [-2.562, 2.108, -0.161], [0.717, -1.311, -4.872], [-0.450, -0.629, -5.400], [-0.926, -1.029, -6.747], [-2.097, -0.191, -7.211], [-3.062, -0.167, -6.048], [-2.407, 0.521, -4.887], [-3.264, 0.960, -3.760], [-1.131, 0.218, -4.565], [-0.551, 0.673, -3.534], [1.330, -0.590, -4.331], [1.267, -1.734, -5.729], [0.407, -2.180, -4.266], [-1.130, -2.125, -6.753], [-0.022, -0.975, -7.394], [-2.566, -0.689, -8.042], [-1.784, 0.821, -7.579], [-3.264, -1.219, -5.750], [-3.983, 0.372, -6.235], [-4.317, 1.056, -4.016], [-2.874, 1.855, -3.264], [-3.182, 0.197, -3.014], [-2.137, 2.080, 3.777], [-0.855, 2.794, 4.214], [0.250, 1.911, 4.657], [0.228, 1.566, 6.068], [0.460, 0.030, 6.189], [1.540, 2.128, 4.180], [2.519, 2.019, 4.910], [1.775, 2.294, 2.726], [3.135, 2.462, 2.342], [3.531, 2.407, 1.026], [2.558, 2.286, 0.034], [1.324, 1.967, 0.375], [0.878, 2.045, 1.634], [-2.373, 2.213, 2.716], [-2.994, 2.338, 4.392], [-2.049, 0.976, 3.903], [-1.043, 3.397, 5.126], [-0.495, 3.442, 3.417], [-0.613, 1.950, 6.661], [1.050, 2.083, 6.534], [-0.225, -0.612, 5.551], [0.286, -0.274, 7.210], [1.514, -0.093, 5.942], [3.835, 2.560, 3.178], [4.556, 2.572, 0.709], [2.798, 2.229, -1.022], [-0.194, 1.886, 1.769], [-1.701, -3.121, 0.298], [-0.289, -2.418, -0.523], [-0.590, -0.834, -0.200], [1.007, -2.716, 0.571], [1.244, -1.813, 1.639], [2.445, -1.951, 2.344], [3.400, -2.955, 2.030], [3.106, -3.918, 1.032], [1.876, -3.821, 0.346], [-1.960, -2.643, 1.267], [-1.693, -4.210, 0.331], [-2.541, -2.842, -0.408], [0.499, -1.012, 1.854], [2.662, -1.218, 3.098], [4.334, -2.896, 2.494], [3.731, -4.755, 0.873], [1.562, -4.545, -0.467]], "atomic_forces_ev_per_a": [[-0.80, 3.19, 0.20], [0.61, -0.30, -0.43], [-0.01, -0.31, -0.70], [-0.68, 0.48, 0.14], [1.50, -0.67, 0.09], [0.40, 0.42, -0.08], [0.71, 0.16, 1.20], [-0.47, 0.15, -0.05], [0.80, 0.11, -0.06], [0.09, -0.57, -1.41], [-0.61, -0.57, -1.10], [0.09, -0.40, 0.06], [0.00, 0.35, 0.40], [0.24, 0.41, 0.13], [-0.39, 0.63, 0.20], [-0.65, 0.39, 0.10], [-0.17, -0.19, -0.40], [-0.29, -0.77, 0.63], [-0.25, 0.55, -0.21], [-0.10, -0.07, -0.12], [0.24, 0.18, -0.36], [-0.33, 0.09, -0.43], [-0.32, -0.58, 0.73], [0.09, -1.37, -0.01], [-0.10, 0.02, 0.64], [0.46, 1.12, -0.74], [0.01, -1.30, 0.50], [-0.74, 0.55, -0.28], [-0.80, -0.47, 1.35], [-0.25, -0.04, -0.46], [0.40, -0.21, -2.87], [-0.77, -0.37, 1.13], [0.03, 1.07, -0.96], [0.92, -1.25, 1.07], [-1.31, 0.86, -0.31], [1.16, 0.06, 1.71], [-0.02, 0.25, 0.18], [-0.06, 0.34, -0.09], [0.20, 0.63, 0.00], [-0.11, 0.13, -0.83], [0.01, 0.15, 0.12], [-0.44, -0.34, -0.95], [0.59, -0.04, 0.26], [0.86, 1.03, 0.50], [0.15, -0.20, 0.43], [-0.13, -0.55, -0.09], [-0.08, 0.03, -0.48], [-0.03, -0.06, 0.29], [0.13, 0.17, 0.04], [0.18, -0.12, 0.00], [-2.08, 0.51, -0.77], [-1.39, 2.92, 1.24], [0.51, -5.51, -0.05], [2.07, -0.70, 1.64], [-0.05, -0.36, -0.54], [0.08, -0.56, -0.74], [-2.51, 0.40, -1.52], [-1.76, 1.32, 0.97], [-0.43, 0.45, -0.90], [0.73, -0.29, -0.55], [0.39, 0.04, 0.11], [0.74, -0.30, 0.74], [0.90, -0.69, -0.15], [0.14, 0.09, 0.33], [1.24, -0.29, 0.75], [0.70, -0.57, -0.30], [0.75, 0.78, 1.06]], "mulliken_charge": [1.10, -0.79, -1.01, 0.22, -0.73, -0.57, -0.59, 0.15, -1.04, 0.47, -0.66, 0.30, 0.33, 0.28, 0.36, 0.41, 0.36, 0.29, 0.27, 0.41, 0.37, 0.24, 0.38, -0.91, -0.94, 0.43, -0.78, -1.02, -0.05, -0.67, 0.09, -0.46, -0.80, -0.23, -0.15, 0.51, 0.12, 0.32, 0.22, 0.58, 0.63, 0.51, 0.40, 0.16, 0.41, 0.31, 0.48, 0.41, 0.36, 0.28, -0.90, 0.32, -0.39, 0.58, -0.31, -0.50, -0.67, -0.62, -0.50, 0.31, 0.40, 0.37, 0.45, 0.46, 0.49, 0.44, 0.31]}

[2]
{"formula": "C23H34N2O4", "method": "wB97M-V/def2-TZVPD", "charge": 0, "homo_energy_ev": -8.666, "smiles": "COCC(=O)N1CCC(Oc2ccc(C(=O)NCCCC3CCCC3)cc2)CC1", "energy_ha": -1307.31341, "multiplicity": 1, "orbital_gap_ha": 0.34079, "species": ["C", "O", "C", "C", "O", "N", "C", "C", "C", "O", "C", "C", "C", "C", "C", "O", "N", "C", "C", "C", "C", "C", "C", "C", "C", "C", "C", "C", "C", "H", "H", "H", "H", "H", "H", "H", "H", "H", "H", "H", "H", "H", "H", "H", "H", "H", "H", "H", "H", "H", "H", "H", "H", "H", "H", "H", "H", "H", "H", "H", "H", "H", "H"], "positions_angstrom": [[3.510, 5.943, 7.736], [2.994, 5.561, 6.485], [3.984, 5.498, 5.483], [3.379, 5.323, 4.089], [3.711, 6.069, 3.187], [2.500, 4.318, 3.907], [2.138, 3.296, 4.859], [2.649, 1.933, 4.388], [2.089, 1.615, 3.000], [2.654, 0.378, 2.601], [2.094, -0.350, 1.601], [2.755, -1.541, 1.288], [2.272, -2.370, 0.303], [1.126, -2.033, -0.416], [0.647, -2.982, -1.461], [0.833, -4.182, -1.386], [0.016, -2.403, -2.512], [-0.583, -3.163, -3.582], [-2.106, -3.023, -3.590], [-2.738, -3.844, -4.711], [-4.260, -3.730, -4.733], [-4.773, -2.327, -5.116], [-5.962, -2.541, -6.069], [-6.279, -4.034, -5.988], [-4.911, -4.664, -5.758], [0.462, -0.857, -0.093], [0.935, -0.021, 0.904], [2.460, 2.748, 2.036], [1.960, 4.083, 2.584], [4.256, 5.223, 8.096], [2.667, 5.968, 8.423], [3.973, 6.935, 7.688], [4.686, 4.669, 5.680], [4.563, 6.432, 5.455], [2.532, 3.540, 5.842], [1.044, 3.269, 4.933], [2.350, 1.156, 5.091], [3.738, 1.939, 4.327], [0.995, 1.524, 3.071], [3.645, -1.792, 1.844], [2.772, -3.298, 0.067], [-0.091, -1.402, -2.536], [-0.171, -2.832, -4.542], [-0.300, -4.205, -3.416], [-2.497, -3.357, -2.627], [-2.371, -1.969, -3.712], [-2.464, -4.893, -4.577], [-2.336, -3.517, -5.673], [-4.640, -3.990, -3.739], [-5.075, -1.770, -4.230], [-3.987, -1.757, -5.613], [-5.676, -2.284, -7.090], [-6.820, -1.926, -5.799], [-6.771, -4.405, -6.886], [-6.926, -4.237, -5.133], [-4.971, -5.692, -5.401], [-4.336, -4.653, -6.685], [-0.457, -0.587, -0.594], [0.383, 0.879, 1.128], [2.037, 2.568, 1.047], [3.547, 2.777, 1.938], [2.281, 4.906, 1.943], [0.865, 4.079, 2.645]], "atomic_forces_ev_per_a": [[0.07, 0.00, 0.10], [-0.17, 0.02, -0.29], [0.21, 0.13, 0.02], [0.09, 0.18, 0.44], [0.26, 0.24, -0.12], [-0.35, -0.14, -0.17], [0.21, -0.36, 0.26], [-0.34, -0.08, -0.24], [0.13, 0.46, 0.09], [0.06, -0.19, -0.01], [-0.01, -0.22, -0.16], [-0.03, 0.19, 0.08], [-0.12, 0.04, -0.07], [0.01, 0.08, 0.25], [-0.02, 0.23, -0.09], [0.11, -0.26, 0.09], [-0.12, 0.26, -0.17], [-0.28, -0.09, 0.01], [0.26, -0.25, -0.28], [-0.23, 0.15, 0.40], [0.31, -0.12, -0.28], [-0.05, 0.02, 0.11], [-0.14, 0.03, 0.03], [0.07, -0.03, -0.17], [-0.20, 0.05, 0.25], [0.14, -0.27, -0.12], [0.07, 0.31, 0.28], [-0.25, -0.19, 0.14], [0.13, 0.09, -0.38], [-0.02, 0.03, 0.01], [0.08, 0.02, 0.06], [-0.01, -0.02, 0.01], [-0.05, 0.07, 0.00], [-0.10, -0.17, -0.08], [-0.10, -0.03, -0.07], [0.04, 0.03, 0.09], [0.00, -0.04, 0.02], [0.06, 0.01, 0.02], [0.09, -0.01, -0.01], [0.11, -0.03, 0.06], [0.04, -0.09, 0.00], [0.13, -0.08, 0.09], [-0.01, -0.10, 0.05], [0.00, 0.11, -0.11], [-0.02, 0.04, 0.07], [-0.05, 0.07, 0.05], [0.08, -0.07, -0.05], [0.00, -0.03, -0.12], [-0.01, -0.02, 0.01], [0.06, 0.09, 0.00], [0.08, 0.08, 0.04], [-0.03, 0.03, -0.03], [-0.02, 0.06, -0.09], [-0.10, -0.04, 0.02], [-0.06, -0.04, 0.03], [0.07, -0.09, -0.03], [0.07, -0.02, -0.09], [-0.07, 0.01, -0.04], [0.00, 0.08, 0.05], [0.02, 0.00, -0.03], [0.03, -0.01, -0.01], [-0.15, -0.12, 0.08], [0.01, 0.04, -0.01]], "mulliken_charge": [-0.74, -0.33, -0.67, 0.82, -0.68, 0.09, -0.73, -0.62, 0.06, -0.43, 0.72, -0.48, -0.82, 0.55, 0.48, -0.67, -0.13, -0.96, -0.22, -1.22, 0.60, -0.86, -0.66, -0.62, -0.95, -1.02, -0.27, -0.52, -1.09, 0.32, 0.25, 0.30, 0.27, 0.48, 0.47, 0.19, 0.39, 0.23, 0.23, 0.43, 0.42, 0.25, 0.33, 0.36, 0.23, 0.33, 0.30, 0.39, 0.29, 0.26, 0.28, 0.27, 0.31, 0.38, 0.30, 0.41, 0.35, 0.38, 0.40, 0.50, 0.24, 0.48, 0.34]}